Formula: C27H18Cl3CoF6N5O8S2
Source: OMol25
Level of theory: wB97M-V/def2-TZVPD

Geometry as ORCA input:
```
! wB97M-V def2-TZVPD RIJCOSX def2/J DEFGRID3
* xyz -2 2
Co -0.84422 -0.10552 -0.48473
C 0.69024 3.30541 -2.45114
C -0.02506 2.32524 -1.59037
N 0.27707 1.08575 -1.50081
N 1.39229 0.55664 -2.08353
C 1.60016 -0.61898 -1.50648
O 0.87860 -1.13912 -0.60030
C 2.80560 -1.37658 -1.96008
C 3.07624 -2.61189 -1.38462
C 4.18815 -3.33932 -1.78327
C 5.03424 -2.83625 -2.76180
C 4.76427 -1.60185 -3.34038
C 3.65484 -0.87379 -2.94133
C -1.16438 2.70723 -0.73701
C -1.71431 3.98153 -0.74767
C -2.78810 4.25859 0.07651
C -3.29337 3.25169 0.88605
C -2.68847 2.00582 0.83668
N -1.64356 1.74303 0.06759
H 1.63206 2.87100 -2.77665
H 0.88288 4.23993 -1.92206
H 0.06390 3.51316 -3.32268
H 2.39885 -2.98035 -0.62657
H 4.39491 -4.30073 -1.32924
H 5.90235 -3.40482 -3.07419
H 5.42315 -1.20551 -4.10367
H 3.42799 0.08910 -3.37685
H -1.32055 4.72634 -1.42307
H -3.23649 5.24431 0.07726
H -4.13949 3.41710 1.53772
H -3.06423 1.18291 1.43013
Cl -2.60686 -4.68439 -2.93319
C -2.73787 -4.12991 -1.28455
C -3.43918 -4.90348 -0.37468
C -3.55974 -4.52844 0.94026
Cl -4.43733 -5.56604 2.05599
C -2.97991 -3.32858 1.39808
C -3.02160 -2.88305 2.73926
C -2.40821 -1.71440 3.08901
C -1.77881 -0.95038 2.09765
N -1.74672 -1.32886 0.83648
C -2.29208 -2.51467 0.46240
C -2.09171 -2.90630 -0.94742
O -1.41443 -2.21200 -1.71891
H -3.89174 -5.82767 -0.71098
H -3.52834 -3.48825 3.47918
H -2.39705 -1.36662 4.11305
H -1.27116 -0.02353 2.33563
Cl -2.60341 0.11714 -5.76878
C -2.82024 -0.36360 -4.04465
C -2.53425 0.72647 -3.00141
O -2.31705 1.89739 -3.32454
O -2.57104 0.21627 -1.84253
H -2.17160 -1.21117 -3.83552
H -3.85280 -0.68451 -3.93366
F 2.98579 -0.74832 4.12176
C 1.94215 -0.62141 3.29837
F 0.82184 -0.77745 4.01793
F 1.99528 -1.59270 2.39246
S 1.94209 1.03865 2.48908
O 0.69530 1.04327 1.78000
O 3.17149 1.10519 1.75974
N 1.80607 2.01597 3.72893
S 2.98500 2.62964 4.56681
O 4.28174 2.03684 4.40107
O 2.52091 2.92083 5.89485
C 3.15063 4.29510 3.80121
F 2.01537 4.99660 3.89510
F 4.11209 4.99438 4.43051
F 3.48180 4.21192 2.51258
*
```

- HOMO energy (alpha / beta) (Ha) = -0.0883 / -0.0880
- LUMO (alpha / beta) (eV) = 4.0 / 4.0
- HOMO-LUMO gap (alpha / beta) (eV) = 6.43 / 6.42

Population analysis type Mulliken, resulting atomic charges in e:
1 Co -0.305
2 C -2.207
3 C 1.315
4 N 2.452
5 N -1.439
6 C 0.181
7 O -0.890
8 C 0.272
9 C -0.262
10 C -0.832
11 C -0.324
12 C -0.681
13 C -0.216
14 C 0.737
15 C -1.120
16 C -0.507
17 C -1.009
18 C -0.566
19 N 0.682
20 H 0.424
21 H 0.411
22 H 0.326
23 H 0.447
24 H 0.379
25 H 0.356
26 H 0.376
27 H 0.444
28 H 0.461
29 H 0.400
30 H 0.419
31 H 0.480
32 Cl -0.274
33 C 0.206
34 C -0.590
35 C 0.738
36 Cl -0.332
37 C -0.186
38 C -0.848
39 C -1.541
40 C -0.345
41 N 0.456
42 C 0.660
43 C -0.224
44 O -0.388
45 H 0.427
46 H 0.369
47 H 0.487
48 H 1.026
49 Cl -0.287
50 C -0.177
51 C 0.456
52 O -0.726
53 O -0.463
54 H 0.091
55 H 0.329
56 F -0.228
57 C 0.657
58 F -0.239
59 F -0.175
60 S 0.864
61 O -0.607
62 O -0.698
63 N -0.267
64 S 0.977
65 O -0.613
66 O -0.683
67 C 0.653
68 F -0.247
69 F -0.247
70 F -0.216


Formula: C6H12O
Source: OMol25
Level of theory: wB97M-V/def2-TZVPD

Geometry as ORCA input:
```
! wB97M-V def2-TZVPD RIJCOSX def2/J DEFGRID3
* xyz 0 1
C 0.03612 1.79016 -1.99409
C -0.24222 0.53271 -1.24353
C -0.03572 0.39830 0.06790
C 0.06188 -0.92941 0.75643
C 0.01907 -0.98001 2.29027
C 1.45702 -1.03203 0.07713
O 2.48913 -0.54380 0.47336
H -0.79116 2.06804 -2.65351
H 0.22821 2.61047 -1.29710
H 0.92948 1.65743 -2.61687
H -0.57303 -0.33500 -1.82291
H 0.36848 1.22172 0.65256
H -0.59613 -1.68768 0.31205
H -0.76186 -1.65292 2.66791
H -0.15293 -0.00515 2.75979
H 0.97825 -1.35711 2.65088
H 1.37653 -1.50963 -0.91956
H -2.34474 0.10208 -0.37055
H -2.44638 -0.34817 0.20986
*
```

- SMILES = C/C=C/[C@H](C)C=O.[H][H]
- HOMO energy (Ha) = -0.3329
- LUMO (eV) = 1.1
- HOMO-LUMO gap (eV) = 10.15

Population analysis type Mulliken, resulting atomic charges in e:
1 C -1.302
2 C 0.100
3 C -0.891
4 C 0.620
5 C -1.388
6 C -0.147
7 O -0.539
8 H 0.325
9 H 0.339
10 H 0.278
11 H 0.467
12 H 0.219
13 H 0.513
14 H 0.310
15 H 0.350
16 H 0.329
17 H 0.381
18 H -0.033
19 H 0.069


Formula: C24H20INO2PRe
Source: OMol25
Level of theory: wB97M-V/def2-TZVPD

Geometry as ORCA input:
```
! wB97M-V def2-TZVPD RIJCOSX def2/J DEFGRID3
* xyz 3 4
Re -0.76641 1.57420 -0.11468
N 0.34864 3.58061 -0.26535
C -0.19100 4.40371 0.82939
C -1.55390 3.76976 1.18117
O -2.62606 4.31583 1.22250
O -1.41802 2.39635 1.47188
H 1.34525 3.55603 -0.16207
H 0.06446 3.87325 -1.23794
H -0.22403 5.46067 0.60062
H 0.37185 4.15478 1.70938
I -2.08626 2.04600 -2.38891
C -2.30245 0.31805 0.30281
C -3.58197 0.71927 0.72269
C -4.59378 -0.19616 0.73940
C -4.31009 -1.53862 0.68125
C -3.06377 -2.02583 0.24787
C -2.81090 -3.36309 -0.24009
C -1.58538 -3.74986 -0.66098
C -0.40732 -2.91549 -0.59441
C -0.64924 -1.55069 -0.35507
P 0.64902 -0.32129 -0.19522
C 1.71995 -0.53712 1.31240
C 1.46417 0.31219 2.41049
C 1.84368 -0.17309 3.66595
C 2.65002 -1.32377 3.73434
C 3.03883 -2.04391 2.60345
C 2.54307 -1.64561 1.43443
C 1.51496 -0.32809 -1.75700
C 2.62733 0.54515 -1.78988
C 3.26458 0.81045 -2.98612
C 2.87143 0.08959 -4.15215
C 1.75498 -0.78375 -4.08317
C 0.96831 -0.88201 -2.94235
C -1.96534 -1.05923 0.02813
H -3.75957 1.76463 0.97945
H -5.59208 0.22895 0.88688
H -4.98184 -2.27368 1.04233
H -3.55341 -4.15717 -0.09219
H -1.37741 -4.75113 -1.04243
H 0.59945 -3.27320 -0.86102
H 1.03683 1.34999 2.36283
H 1.54785 0.26712 4.59873
H 2.97111 -1.61010 4.68295
H 3.65855 -2.92513 2.74158
H 2.69031 -2.24940 0.58491
H 2.96375 0.95144 -0.80126
H 4.01677 1.61115 -3.06294
H 3.38750 0.21285 -5.08481
H 1.48540 -1.29687 -5.00905
H 0.00220 -1.33774 -2.89871
*
```

- HOMO energy (alpha / beta) (Ha) = -0.6619 / -0.6625
- LUMO (alpha / beta) (eV) = -12.5 / -13.2
- HOMO-LUMO gap (alpha / beta) (eV) = 5.48 / 4.79

Population analysis type Mulliken, resulting atomic charges in e:
1 Re 0.726
2 N -0.641
3 C -0.522
4 C 0.415
5 O -0.396
6 O -0.486
7 H 0.298
8 H 0.309
9 H 0.422
10 H 0.371
11 I 0.066
12 C 1.319
13 C -0.464
14 C -0.781
15 C -0.445
16 C 0.154
17 C -0.591
18 C -0.551
19 C -0.233
20 C -0.073
21 P 1.018
22 C 1.106
23 C -0.192
24 C -0.789
25 C -0.438
26 C -0.982
27 C -0.295
28 C 0.749
29 C -0.389
30 C -0.775
31 C -0.396
32 C -0.796
33 C -0.631
34 C -0.177
35 H 0.470
36 H 0.459
37 H 0.497
38 H 0.431
39 H 0.473
40 H 0.456
41 H 0.114
42 H 0.459
43 H 0.480
44 H 0.438
45 H 0.468
46 H 0.441
47 H 0.444
48 H 0.463
49 H 0.424
50 H 0.572


Formula: C5H13N3O
Source: OMol25
Level of theory: wB97M-V/def2-TZVPD

Geometry as ORCA input:
```
! wB97M-V def2-TZVPD RIJCOSX def2/J DEFGRID3
* xyz 0 1
C 1.95997 -1.12833 -0.52141
C 2.21766 -0.00565 0.47261
C 0.94299 0.49583 0.59649
C 0.29864 1.41278 -0.59030
C -1.94638 -1.07333 -0.22851
H 1.14390 -1.72772 -0.30484
H 2.77750 -1.89127 -0.70044
H 1.92601 -0.77201 -1.62705
H 3.13934 -0.23582 1.43990
H 2.76887 1.14317 -0.02863
H 0.83202 1.33595 1.40528
H -0.81020 1.67723 -0.33378
H 0.91482 2.68962 -0.66512
H 0.31494 0.66233 -1.51777
H 0.11993 -0.83278 1.85478
H -2.50992 -1.92636 -0.83884
H -2.11828 1.17335 0.47461
H -4.58009 0.62924 -0.22877
N -0.25673 -0.33862 0.99025
N -0.74556 -1.49093 0.19358
N -2.51182 0.20203 -0.16352
O -3.87762 0.00131 0.32147
*
```

- HOMO energy (Ha) = -0.3204
- LUMO (eV) = 0.6
- HOMO-LUMO gap (eV) = 9.30

Population analysis type Mulliken, resulting atomic charges in e:
1 C -1.140
2 C -0.045
3 C -0.216
4 C -0.801
5 C -0.112
6 H 0.514
7 H 0.363
8 H 0.240
9 H 0.242
10 H 0.189
11 H 0.175
12 H 0.179
13 H 0.291
14 H 0.184
15 H 0.301
16 H 0.298
17 H 0.398
18 H 0.336
19 N -0.360
20 N -0.486
21 N -0.052
22 O -0.498


Formula: C44H95N3OSi2
Source: OMol25
Level of theory: wB97M-V/def2-TZVPD

Geometry as ORCA input:
```
! wB97M-V def2-TZVPD RIJCOSX def2/J DEFGRID3
* xyz 0 1
C -3.91244 0.09704 -0.96686
C -5.32121 -0.58320 -1.45584
C -5.13354 -2.00906 -2.28394
C -4.37372 -3.17619 -1.38114
C -4.64114 -4.66122 -2.08082
C -4.55824 -5.90925 -0.99302
C -3.50495 -7.11301 -1.48227
C -1.98432 -6.51647 -1.13438
C -0.82152 -7.07148 -2.15938
C 0.64839 -7.19760 -1.43890
C 1.56845 -5.84332 -1.49835
C 0.92788 -4.54104 -0.72866
C 1.83573 -3.22432 -1.15429
C 2.53175 -2.44030 0.09549
C 2.29506 -0.82698 0.16106
C 2.19030 -0.05899 -1.27978
C 3.06532 1.32765 -1.39766
C 4.09557 1.37417 -2.67122
Si 3.31992 2.09009 -4.30325
O 3.92267 1.06900 -5.61678
Si 3.74601 1.89680 -7.18779
C 2.63375 0.68584 -8.26399
C 1.48973 0.11703 -7.18551
C 1.60878 -1.36557 -6.47761
C 0.42894 -1.79860 -5.38725
C -0.75651 -0.70678 -5.07555
C -1.89154 -1.11492 -3.96248
C -0.90613 0.77763 -5.78522
C 0.25649 1.20015 -6.86629
H -3.14945 -0.74211 -0.62012
H -4.14230 0.84520 -0.06468
H -3.46813 0.69299 -1.88976
H -5.99057 -0.79172 -0.49247
H -5.87022 0.14930 -2.18811
H -6.19042 -2.42168 -2.65508
H -4.50439 -1.83088 -3.26146
H -4.92211 -3.15410 -0.32463
H -3.22626 -2.98688 -1.23578
H -5.66995 -4.63143 -2.64958
H -3.76778 -4.82357 -2.86569
H -5.62708 -6.34230 -0.74752
H -4.06742 -5.44560 -0.01433
H -3.61974 -7.37852 -2.62085
H -3.65478 -8.05407 -0.79214
H -2.10818 -5.34634 -1.13216
H -1.64734 -6.80139 -0.02597
H -1.14284 -8.17611 -2.45269
H -0.77070 -6.47705 -3.17810
H 0.50140 -7.58238 -0.34051
H 1.25612 -8.04166 -2.01477
H 2.59116 -6.08629 -0.94931
H 1.81131 -5.61003 -2.63720
H 0.78197 -4.66970 0.42560
H -0.15419 -4.38212 -1.18981
H 1.16489 -2.57787 -1.85959
H 2.72612 -3.63942 -1.83269
H 2.09757 -2.92013 1.09318
H 3.68246 -2.68661 0.09439
H 1.29169 -0.62977 0.75778
H 3.15915 -0.38559 0.85698
H 1.04528 0.25269 -1.40936
H 2.45921 -0.71017 -2.21668
H 2.38505 2.30242 -1.34465
H 3.74627 1.38353 -0.41875
H 4.39518 0.25827 -2.91348
H 5.01226 2.04518 -2.39256
H 3.81857 3.47336 -4.50160
H 1.85225 2.13904 -4.22023
H 2.95239 3.14411 -7.04344
H 5.03373 2.18358 -7.82062
H 3.26296 -0.20974 -8.69092
H 2.08941 1.27167 -9.13243
H 2.51767 -2.08639 -6.75574
H 0.45171 -2.86061 -4.84987
H -2.79151 -0.33661 -3.91010
H -2.39467 -2.14552 -4.28261
H -1.49023 -1.22499 -2.86971
H -1.76765 1.54431 -5.57296
H 0.19813 2.26080 -7.38751
C -0.44002 -0.25245 7.24049
C -1.49957 -0.56789 6.18814
N -1.41172 0.27045 4.98968
C -2.59061 0.17191 4.12531
C -2.87710 -1.17556 3.47107
C -0.12288 0.27278 4.29322
C 0.41777 -1.06663 3.80288
H -0.45561 0.80824 7.51250
H -0.63287 -0.83324 8.14896
H 0.56626 -0.51015 6.89607
H -2.47454 -0.40373 6.66411
H -1.44906 -1.63613 5.94501
H -2.53220 0.93868 3.34222
H -3.46990 0.45123 4.72018
H -2.19010 -1.37788 2.64815
H -3.88691 -1.17115 3.04620
H -2.82919 -2.00394 4.18229
H 0.62723 0.71776 4.95813
H -0.16916 0.96478 3.44237
H 0.33752 -1.85553 4.55561
H 1.48300 -0.96392 3.55772
H -0.08454 -1.40010 2.89292
C 4.92618 4.68300 1.26528
C 5.39366 4.42498 2.69513
N 4.50393 3.54701 3.45959
C 4.78953 3.54096 4.89661
C 6.13793 2.98913 5.34725
C 4.22540 2.23476 2.87086
C 5.41454 1.32670 2.57395
H 3.90061 5.06660 1.24716
H 5.57116 5.43112 0.79183
H 4.97167 3.77793 0.65174
H 5.43949 5.40204 3.19242
H 6.42118 4.04259 2.66737
H 3.99324 2.99941 5.42312
H 4.70917 4.57324 5.26129
H 6.16991 1.90066 5.28158
H 6.30886 3.24772 6.39805
H 6.97124 3.40175 4.77308
H 3.67369 2.38696 1.93531
H 3.51960 1.68995 3.51114
H 6.23543 1.85372 2.08018
H 5.09953 0.51954 1.89971
H 5.79908 0.85057 3.47782
C -1.08787 3.34984 1.21156
C -1.76795 4.48195 1.97668
N -2.64344 5.31451 1.14768
C -3.05403 6.55788 1.80499
C -3.92145 6.44429 3.05418
C -3.70164 4.61394 0.41584
C -4.69638 3.79059 1.22785
H -0.54305 3.73131 0.34154
H -0.36672 2.84195 1.86104
H -1.80671 2.59793 0.87162
H -0.96717 5.10994 2.38707
H -2.30057 4.05743 2.83626
H -3.56558 7.20154 1.07795
H -2.14625 7.11311 2.07464
H -4.94872 6.17206 2.80778
H -3.96440 7.41416 3.56190
H -3.52735 5.72070 3.77212
H -3.23070 3.94863 -0.31790
H -4.25989 5.33385 -0.19654
H -4.21100 3.16682 1.98332
H -5.24546 3.11544 0.55849
H -5.43998 4.42002 1.72023
*
```

- HOMO energy (Ha) = -0.2949
- LUMO (eV) = 0.2
- HOMO-LUMO gap (eV) = 8.25

Atomic partial charges in e from the Mulliken method, atoms 1 to 99:
1 C -0.162
2 C -0.661
3 C -0.315
4 C -0.157
5 C -0.404
6 C -0.677
7 C -0.816
8 C 0.386
9 C -0.365
10 C -0.672
11 C -0.707
12 C 0.340
13 C 0.028
14 C -0.742
15 C 0.840
16 C -0.349
17 C 0.340
18 C -0.883
19 Si 0.479
20 O -0.268
21 Si 0.555
22 C -0.933
23 C 0.548
24 C -0.597
25 C -0.253
26 C 0.541
27 C -0.683
28 C -0.560
29 C -0.435
30 H -0.010
31 H 0.007
32 H 0.141
33 H 0.283
34 H 0.298
35 H 0.321
36 H 0.069
37 H 0.268
38 H -0.103
39 H 0.411
40 H 0.131
41 H 0.359
42 H 0.278
43 H 0.325
44 H 0.328
45 H -0.481
46 H 0.192
47 H 0.339
48 H 0.128
49 H 0.288
50 H 0.293
51 H 0.285
52 H 0.269
53 H 0.299
54 H -0.518
55 H -0.083
56 H 0.219
57 H 0.224
58 H 0.216
59 H -0.136
60 H -0.520
61 H 0.086
62 H 0.190
63 H 0.244
64 H -0.398
65 H 0.298
66 H 0.366
67 H -0.201
68 H -0.084
69 H -0.138
70 H -0.207
71 H 0.347
72 H 0.332
73 H 0.209
74 H 0.266
75 H 0.203
76 H 0.243
77 H 0.172
78 H 0.240
79 H 0.226
80 C -1.411
81 C -0.363
82 N 0.266
83 C -0.232
84 C -1.033
85 C 0.068
86 C -0.594
87 H 0.325
88 H 0.438
89 H 0.263
90 H 0.470
91 H 0.276
92 H -0.123
93 H 0.449
94 H 0.136
95 H 0.433
96 H 0.289
97 H 0.318
98 H -0.584
99 H 0.319


Asked for relative energy (zero: lowest compared OMol25 entry of this formula, charge and spin) across the records above, the calculation gives 0.00, 65.20, 0.00, 249.02, 392.46 kcal/mol in order.